(1)
The following is a quantum chemistry calculation of C20H27NO6 in the gas phase, from the Open Molecules 2025 dataset.

LUMO energy ... 0.66 eV
E_HOMO ... -8.140 eV
Energy relative to the best compared isomer or geometry (same formula, charge and spin) ... 0.00 kJ/mol
Frontier orbital gap ... 8.80 eV

Structure (ORCA input):
```
! wB97M-V def2-TZVPD RIJCOSX def2/J DEFGRID3
* xyz 0 1
C -9.094 1.400 0.165
C -7.744 1.971 -0.243
O -6.879 0.951 -0.751
C -6.194 0.231 0.139
O -6.250 0.398 1.329
C -5.355 -0.828 -0.562
C -4.586 -1.684 0.448
C -3.456 -0.878 1.097
N -2.589 -0.330 0.080
C -1.336 -0.723 -0.218
O -0.711 -0.293 -1.165
C -0.694 -1.752 0.731
O 0.616 -2.027 0.272
C 1.511 -1.044 0.455
O 1.312 -0.080 1.144
C 2.790 -1.351 -0.280
C 3.931 -0.453 0.184
O 5.081 -0.817 -0.547
C 6.253 -0.167 -0.290
C 6.414 0.857 0.634
C 7.661 1.437 0.810
C 8.764 1.021 0.083
C 10.112 1.650 0.273
C 8.590 -0.005 -0.842
C 7.358 -0.592 -1.029
C -3.280 0.570 -0.822
C -4.385 -0.183 -1.562
H -9.747 2.206 0.486
H -9.553 0.882 -0.673
H -8.968 0.700 0.988
H -7.260 2.450 0.614
H -7.848 2.686 -1.061
H -6.062 -1.456 -1.116
H -5.264 -2.033 1.228
H -4.167 -2.551 -0.067
H -2.897 -1.506 1.787
H -3.893 -0.050 1.662
H -0.654 -1.346 1.748
H -1.225 -2.704 0.707
H 2.606 -1.194 -1.345
H 3.047 -2.402 -0.140
H 4.099 -0.591 1.261
H 3.668 0.598 0.005
H 5.582 1.214 1.220
H 7.767 2.233 1.534
H 10.440 2.131 -0.648
H 10.085 2.397 1.062
H 10.852 0.894 0.535
H 9.436 -0.346 -1.422
H 7.221 -1.387 -1.744
H -2.546 0.967 -1.524
H -3.705 1.393 -0.238
H -4.925 0.498 -2.218
H -3.930 -0.965 -2.172
*
```

Here are the Mulliken charges for atoms 1 to 6, given in e: number 1, C, carries -1.105; number 2, C, carries -0.292; number 3, O, carries -0.273; number 4, C, carries 0.147; number 5, O, carries -0.581; number 6, C, carries 0.305

=====

(2)
The following is a quantum chemistry calculation of 2 unconnected molecules or ions with the total composition CHO5S in a non-equilibrium geometry, from the Open Molecules 2025 dataset.

LUMO energy (spin up / spin down) ... 1.37 / 1.64 eV
E_HOMO (spin up / spin down) ... -5.317 / -5.375 eV
Energy relative to the best compared isomer or geometry (same formula, charge and spin) ... 632.47 kJ/mol
Frontier orbital gap (spin up / spin down) ... 6.68 / 7.02 eV

Structure (ORCA input):
```
! wB97M-V def2-TZVPD RIJCOSX def2/J DEFGRID3
* xyz -1 1
C 0.550 0.239 -0.208
O -1.807 -1.131 -0.459
O -1.106 0.266 1.462
O -1.832 1.316 -0.626
O 1.283 -0.709 -0.243
O 3.369 -1.387 0.061
S -1.307 0.132 0.022
H 0.850 1.274 -0.009
*
```

Here are the Mulliken charges for atoms 1 to 6, given in e: number 1, C, carries 0.025; number 2, O, carries -0.615; number 3, O, carries -0.630; number 4, O, carries -0.652; number 5, O, carries -0.397; number 6, O, carries -0.122

=====

(3)
The following is a quantum chemistry calculation of a molecular structure, C17H52AgN11O8 in a non-equilibrium geometry, from the Open Molecules 2025 dataset.

LUMO energy ... -3.60 eV
E_HOMO ... -6.639 eV
Energy relative to the best compared isomer or geometry (same formula, charge and spin) ... 1019.75 kJ/mol
Frontier orbital gap ... 3.04 eV

Structure (ORCA input):
```
! wB97M-V def2-TZVPD RIJCOSX def2/J DEFGRID3
* xyz 0 1
Ag 2.190 2.036 3.023
C -0.489 -1.801 -0.557
O -0.737 -0.604 0.170
H 0.589 -1.950 -0.500
H -0.991 -2.585 0.009
H -0.860 -1.820 -1.582
C -3.896 -0.175 -6.980
C -4.770 0.211 -8.187
C -3.915 1.169 -9.164
O -3.260 2.363 -8.635
C -4.254 3.268 -8.051
N -5.210 -0.981 -8.907
H -3.460 0.642 -6.405
H -3.006 -0.706 -7.319
H -4.344 -0.839 -6.241
H -5.600 0.865 -7.918
H -4.451 1.474 -10.063
H -3.075 0.621 -9.590
H -3.714 4.178 -7.790
H -4.515 2.874 -7.069
H -5.111 3.445 -8.701
H -5.620 -1.615 -8.236
H -4.317 -1.425 -9.070
C 2.768 -2.951 5.993
C 2.123 -1.893 6.948
C 2.009 -2.417 8.393
O 1.647 -1.304 9.196
C 0.261 -1.038 9.274
N 2.870 -0.701 6.801
H 3.846 -3.084 5.903
H 2.390 -2.799 4.982
H 2.347 -3.893 6.345
H 1.100 -1.960 6.576
H 2.979 -2.831 8.666
H 1.369 -3.298 8.427
H 0.036 -0.169 9.892
H -0.306 -1.940 9.507
H -0.060 -0.879 8.244
H 2.608 -0.084 7.557
H 3.872 -0.792 6.891
C 8.046 1.231 0.963
C 7.375 2.366 0.297
C 8.108 2.879 -0.937
O 7.631 4.071 -1.498
C 8.268 4.644 -2.572
N 6.098 2.164 -0.084
H 7.520 0.883 1.852
H 9.054 1.507 1.272
H 8.116 0.361 0.310
H 7.296 3.311 0.834
H 8.157 2.047 -1.639
H 9.160 3.116 -0.778
H 7.869 5.654 -2.669
H 8.170 4.204 -3.565
H 9.240 4.932 -2.172
H 6.041 2.634 -0.976
H 5.989 1.236 -0.466
C -1.228 -9.330 1.401
O -0.898 -8.704 2.382
N -1.778 -8.785 0.342
N -1.110 -10.515 1.213
H -1.814 -9.301 -0.526
H -1.947 -7.790 0.369
H -1.465 -10.967 0.383
H -0.847 -11.038 2.036
C 0.215 5.014 -2.094
O 0.670 5.998 -2.592
N -0.391 4.813 -0.947
N 0.259 3.917 -2.758
H -0.380 5.591 -0.303
H -0.647 3.902 -0.595
H 0.763 3.722 -3.612
H -0.114 3.076 -2.342
C -6.365 3.692 -1.034
O -7.501 3.902 -1.230
N -5.451 4.609 -1.416
N -5.782 2.660 -0.439
H -4.458 4.424 -1.403
H -5.903 5.418 -1.817
H -4.802 2.443 -0.545
H -6.343 2.167 0.242
C -4.609 -1.730 4.813
O -5.378 -2.052 5.677
N -4.109 -0.529 4.561
N -4.133 -2.522 3.899
H -3.466 -0.322 3.810
H -4.453 0.143 5.232
H -4.282 -3.508 4.061
H -3.433 -2.251 3.223
*
```

Here are the Mulliken charges for atoms 1 to 6, given in e: number 1, Ag, carries 0.575; number 2, C, carries -0.403; number 3, O, carries -0.665; number 4, H, carries 0.187; number 5, H, carries 0.112; number 6, H, carries 0.187

=====

(4)
The following is a quantum chemistry calculation of 2 unconnected molecules or ions with the total composition C2H6ClNO in a non-equilibrium geometry, from the Open Molecules 2025 dataset.

LUMO energy ... 0.16 eV
E_HOMO ... -8.999 eV
Energy relative to the best compared isomer or geometry (same formula, charge and spin) ... 285.14 kJ/mol
Frontier orbital gap ... 9.16 eV

Structure (ORCA input):
```
! wB97M-V def2-TZVPD RIJCOSX def2/J DEFGRID3
* xyz 0 1
C 0.572 -0.684 -0.926
C -0.393 -0.034 0.053
N -0.208 -0.513 1.296
O 0.240 2.058 -0.234
Cl -2.033 -0.118 -0.398
H 1.459 -0.163 -0.938
H 0.937 -1.685 -0.504
H 0.025 -0.639 -1.827
H 0.763 -0.660 1.463
H -0.847 -0.255 1.997
H -0.514 2.692 0.019
*
```

Here are the Mulliken charges for atoms 1 to 6, given in e: number 1, C, carries -1.287; number 2, C, carries 0.846; number 3, N, carries -0.375; number 4, O, carries -0.729; number 5, Cl, carries -0.159; number 6, H, carries 0.379